Entry 1:
73
Properties=species:S:1:pos:R:3:forces:R:3:lowdin_charge:R:1 method="wB97M-V/def2-TZVPD" homo_lumo_gap_ev=6.694 homo_ha=-0.36176 total_charge=+1 spin_multiplicity=1 lumo_ev=-3.15
Mg -0.581 -0.009 -0.804 1.041 0.038 -1.679 0.23
P 0.022 -2.495 -1.229 -0.671 -0.025 -0.419 0.99
P -0.004 2.511 -0.964 -0.576 0.125 -0.415 0.99
N -0.142 0.101 -2.973 -0.760 -0.075 1.419 -0.33
C 0.055 -2.444 -3.087 -0.240 -0.314 -0.242 -0.29
H 0.839 -3.153 -3.431 -0.585 0.354 0.043 0.09
H -0.920 -2.795 -3.494 0.610 0.111 0.475 0.09
C 0.353 -1.058 -3.674 1.052 0.833 -1.262 -0.34
H 1.468 -0.943 -3.775 -0.527 -0.183 0.069 0.11
H -0.019 -1.002 -4.734 0.305 -0.434 0.575 0.12
C 0.348 1.332 -3.544 1.026 -0.708 -1.314 -0.34
H -0.015 1.384 -4.607 0.293 0.373 0.607 0.12
H 1.465 1.237 -3.647 -0.527 0.163 0.081 0.11
C 0.034 2.648 -2.819 -0.242 0.309 -0.185 -0.29
H -0.944 3.026 -3.192 0.601 -0.146 0.456 0.08
H 0.812 3.396 -3.087 -0.587 -0.358 0.004 0.09
C 1.490 3.416 -0.357 -0.155 -0.221 -0.151 -0.54
C 1.780 3.035 1.103 0.215 0.217 -0.001 -0.12
H 2.727 3.504 1.402 -0.209 -0.131 0.062 0.09
H 1.886 1.950 1.230 -0.075 0.223 0.010 0.04
H 0.994 3.395 1.782 0.246 -0.128 -0.191 0.07
C -1.547 3.429 -0.497 0.134 -0.074 -0.180 -0.55
C -1.673 3.546 1.024 -0.267 0.137 0.071 -0.11
H -2.686 3.890 1.270 0.197 -0.035 0.016 0.09
H -0.970 4.276 1.445 -0.151 -0.178 -0.135 0.07
H -1.524 2.580 1.520 0.044 0.160 -0.051 0.05
C -1.533 -3.436 -0.854 0.176 0.030 -0.154 -0.55
C -1.669 -3.671 0.653 -0.280 -0.124 0.063 -0.12
H -2.686 -4.021 0.867 0.184 0.023 0.023 0.09
H -1.510 -2.750 1.225 0.041 -0.162 -0.065 0.05
H -0.976 -4.440 1.017 -0.133 0.170 -0.116 0.07
C 1.508 -3.465 -0.718 -0.130 0.207 -0.112 -0.54
C 1.801 -3.236 0.772 0.234 -0.211 -0.004 -0.12
H 2.752 -3.727 1.019 -0.202 0.113 0.071 0.09
H 1.020 -3.668 1.412 0.228 0.144 -0.171 0.07
H 1.902 -2.169 1.010 -0.078 -0.213 -0.012 0.04
C 1.915 -0.028 -0.576 2.537 0.071 0.242 -0.03
O 3.056 -0.019 -0.516 -2.280 -0.031 -0.266 0.12
C -1.773 4.764 -1.203 -0.279 0.307 0.178 -0.11
H -1.056 5.528 -0.883 -0.230 -0.194 -0.110 0.06
H -1.726 4.674 -2.291 0.009 0.061 0.184 0.07
H -2.778 5.129 -0.946 0.208 -0.025 -0.103 0.09
C -1.760 -4.707 -1.666 -0.299 -0.300 0.117 -0.11
H -2.766 -5.091 -1.443 0.198 0.036 -0.096 0.09
H -1.712 -4.527 -2.744 0.013 -0.076 0.185 0.07
H -1.046 -5.496 -1.411 -0.221 0.191 -0.085 0.06
C 1.466 -4.951 -1.073 0.407 -0.191 0.114 -0.11
H 2.464 -5.380 -0.899 -0.235 0.041 -0.049 0.09
H 0.765 -5.503 -0.431 0.174 0.193 -0.208 0.07
H 1.216 -5.129 -2.126 -0.029 0.043 0.266 0.08
C 1.457 4.931 -0.563 0.399 0.155 0.141 -0.11
H 0.757 5.420 0.130 0.180 -0.176 -0.239 0.07
H 2.457 5.333 -0.344 -0.246 -0.030 -0.057 0.09
H 1.211 5.214 -1.594 -0.023 -0.070 0.274 0.08
H 2.296 2.997 -0.989 -0.169 0.109 0.174 0.11
H 2.316 -2.991 -1.305 -0.167 -0.115 0.155 0.11
H -2.329 2.730 -0.847 0.191 0.167 0.093 0.10
H -2.308 -2.706 -1.151 0.187 -0.145 0.071 0.10
H -1.566 0.065 -2.608 1.245 0.071 0.211 0.07
H -2.068 0.040 -1.857 -1.642 -0.049 0.341 0.00
N -0.710 -0.094 1.167 0.555 0.004 5.354 0.16
C -0.522 -0.081 2.338 -0.746 -0.080 -4.965 -0.06
C -0.310 -0.059 3.720 -0.693 0.117 1.509 -0.23
C -1.411 0.096 4.579 -0.524 0.067 -0.293 0.00
C -1.220 0.127 5.957 -1.039 0.091 -0.388 -0.06
C 0.046 -0.001 6.479 1.372 -0.114 0.758 -0.05
C 1.167 -0.162 5.642 -1.594 0.157 -0.711 -0.03
C 0.957 -0.186 4.259 1.707 -0.200 0.049 -0.02
H -2.411 0.192 4.130 0.501 -0.037 0.406 0.13
H -2.095 0.252 6.611 0.530 -0.075 -0.319 0.13
H 0.204 0.022 7.577 -0.192 -0.017 -0.852 0.13
H 2.150 -0.265 6.042 0.456 -0.041 0.204 0.11
H 1.812 -0.311 3.570 -0.489 0.076 0.529 0.13

---

Entry 2:
71
Properties=species:S:1:pos:R:3:forces:R:3:lowdin_charge:R:1 method="wB97M-V/def2-TZVPD" homo_lumo_gap_ev=6.517 homo_ha=-0.43405 total_charge=+1 spin_multiplicity=1 lumo_ev=-5.29 smiles="CCCCCCCCCCCCCCCCCCc1ccn[n+](CC(=O)O)c1"
C 6.799 -3.389 0.194 -0.053 -0.814 1.750 -0.15
C 5.161 -3.345 0.206 -0.521 0.078 -1.508 -0.27
C 4.500 -1.887 0.547 -0.513 0.043 0.004 -0.24
C 5.428 -0.887 1.454 -0.986 0.439 -0.209 -0.22
C 6.072 0.230 0.442 1.453 0.420 0.501 -0.23
C 5.495 1.753 0.624 0.362 0.008 -1.236 -0.21
C 3.873 1.867 0.827 0.009 1.095 1.067 -0.22
C 3.088 2.759 -0.303 -1.153 -0.522 0.508 -0.21
C 1.847 1.807 -0.881 0.684 0.527 0.675 -0.24
C 0.732 2.637 -1.750 0.183 -1.285 0.163 -0.19
C -0.310 1.520 -2.393 -0.655 -0.055 -0.216 -0.21
C -1.886 1.750 -1.892 0.521 -0.826 0.193 -0.21
C -2.014 1.324 -0.313 0.294 -0.340 -0.004 -0.22
C -1.949 2.573 0.747 0.186 0.303 -0.237 -0.21
C -2.963 2.446 2.032 0.632 0.726 0.225 -0.20
C -2.975 0.977 2.760 0.066 -0.106 0.901 -0.21
C -4.462 0.412 3.160 0.428 -0.162 -0.080 -0.20
C -5.518 0.317 1.888 0.316 -0.702 0.238 -0.15
C -5.125 -0.932 0.881 1.219 -3.210 -2.735 -0.03
C -4.436 -2.343 1.357 -0.671 0.659 -2.899 0.08
C -4.045 -3.506 0.287 -1.925 3.906 -0.871 0.04
N -4.338 -3.287 -1.150 0.320 1.079 4.829 0.09
N -4.895 -2.111 -1.518 -1.729 3.369 0.857 -0.16
C -5.103 -1.988 -3.049 1.663 -0.295 -0.896 0.00
C -3.621 -2.419 -3.693 3.106 -4.647 -4.850 -0.24
O -3.473 -3.269 -4.714 -1.694 5.581 6.723 0.01
O -2.351 -1.887 -3.095 -2.958 -2.082 -0.602 -0.04
C -5.360 -0.897 -0.776 1.862 -2.782 3.829 0.13
H 7.195 -4.421 -0.257 -0.919 2.492 0.733 0.09
H 7.138 -3.419 1.338 -0.534 0.147 -2.484 0.08
H 7.310 -2.449 -0.280 -1.152 -1.915 0.652 0.08
H 4.815 -3.615 -0.904 0.622 0.491 2.392 0.11
H 4.646 -4.144 0.897 1.484 1.437 -1.212 0.10
H 3.440 -2.056 1.067 2.300 0.263 -1.007 0.11
H 4.252 -1.308 -0.461 0.585 -1.263 2.096 0.10
H 6.265 -1.411 2.083 -1.666 0.793 -1.427 0.10
H 4.694 -0.386 2.251 1.761 -0.833 -1.763 0.11
H 6.033 -0.075 -0.705 -0.203 0.397 2.535 0.11
H 7.235 0.283 0.702 -2.413 -0.008 -0.690 0.11
H 5.741 2.325 -0.395 -0.413 -1.171 2.220 0.11
H 6.137 2.298 1.448 -1.653 -1.097 -1.440 0.11
H 3.308 0.847 0.927 1.420 1.715 -0.257 0.09
H 3.708 2.431 1.866 0.253 -1.348 -2.164 0.12
H 3.780 3.103 -1.181 -1.314 -0.633 1.702 0.11
H 2.605 3.702 0.243 1.125 -1.897 -1.406 0.12
H 1.328 1.287 0.060 0.953 1.179 -1.987 0.11
H 2.377 0.933 -1.468 -1.289 1.719 0.816 0.12
H 0.106 3.318 -1.021 1.464 -1.112 -1.523 0.10
H 1.294 3.271 -2.577 -1.410 -1.256 1.741 0.13
H -0.264 1.480 -3.575 -0.091 0.261 2.451 0.11
H -0.012 0.433 -2.021 -0.541 2.263 -0.743 0.10
H -2.578 0.999 -2.499 1.436 1.701 1.071 0.09
H -2.253 2.853 -2.029 0.734 -2.084 0.066 0.11
H -1.126 0.558 -0.095 -1.996 1.602 -0.322 0.11
H -3.013 0.718 -0.177 1.762 1.226 -0.108 0.08
H -2.238 3.570 0.182 0.587 -2.013 1.126 0.12
H -0.826 2.718 1.106 -2.419 -0.384 -0.637 0.12
H -2.571 3.235 2.838 -0.990 -1.710 -1.756 0.12
H -4.029 2.842 1.709 2.039 -1.085 0.642 0.11
H -2.419 0.127 2.175 -0.983 1.821 0.778 0.10
H -2.378 1.109 3.783 -1.323 -0.472 -2.213 0.13
H -4.330 -0.674 3.622 -0.396 2.372 -0.862 0.10
H -4.903 1.104 3.996 0.569 -1.358 -1.739 0.13
H -5.560 1.333 1.299 0.126 -2.204 0.982 0.12
H -6.579 0.090 2.333 1.947 0.350 -1.040 0.13
H -4.211 -2.547 2.501 -0.521 0.557 -2.720 0.12
H -3.521 -4.529 0.607 -1.405 2.588 -0.993 0.15
H -5.969 -2.700 -3.424 2.181 1.339 0.805 0.17
H -5.301 -0.886 -3.387 0.306 -2.093 1.041 0.15
H -1.639 -2.618 -3.147 -1.842 1.414 -0.452 0.15
H -5.860 0.047 -1.309 1.371 -2.598 0.976 0.17

---

Entry 3:
74
Properties=species:S:1:pos:R:3:forces:R:3:lowdin_charge:R:1 method="wB97M-V/def2-TZVPD" homo_lumo_gap_ev="6.128 / 6.224" homo_ha="-0.62042 / -0.62071" total_charge=+3 s_squared=6.01 spin_multiplicity=5 lumo_ev="-10.75 / -10.67"
Pm -0.219 -1.524 -0.644 -0.930 1.958 1.889 1.09
P 0.064 1.091 0.944 0.776 1.390 0.646 0.72
P -2.681 0.227 -0.398 -0.789 0.434 -0.575 0.68
P 2.528 -0.579 -0.657 0.922 0.860 -0.954 0.69
H -1.287 -3.778 -5.296 0.478 -0.092 1.057 0.08
C -0.660 -4.243 -4.504 1.125 -1.608 0.606 0.00
C -0.318 -3.772 -3.278 -1.077 -0.317 -0.413 -0.13
H -0.849 -2.853 -2.916 0.473 -0.429 -0.326 -0.02
C 0.288 2.736 0.122 0.081 0.074 -0.308 -0.26
C -1.121 1.822 2.170 -0.320 -0.059 0.425 -0.25
C 1.514 1.395 2.064 0.040 0.137 0.208 -0.25
C -3.389 -0.576 -1.886 0.083 -0.214 -0.013 -0.30
C -4.121 0.104 0.721 0.119 -0.449 0.518 -0.25
C -2.888 2.007 -0.903 0.273 -0.290 -0.037 -0.24
C 3.185 -1.366 -2.181 -0.444 -0.428 -0.101 -0.28
C 3.856 -0.955 0.503 -0.203 -0.657 0.392 -0.24
C 3.001 1.163 -1.067 -0.458 0.125 -0.158 -0.26
H -0.264 -5.295 -4.764 -0.578 1.902 0.227 0.11
H 0.271 -4.377 -2.537 -0.528 0.587 -0.933 0.06
H 0.433 3.421 0.962 -0.014 0.064 -0.393 0.05
H -0.581 3.078 -0.435 0.115 -0.084 -0.099 0.03
H 1.178 2.809 -0.493 -0.117 -0.073 -0.145 0.02
H -0.707 2.845 2.294 -0.688 -0.636 0.183 0.06
H -1.082 1.325 3.153 -0.220 0.205 -0.547 0.05
H -2.169 1.884 1.842 0.468 -0.006 0.145 0.02
H 1.302 2.427 2.407 0.513 -0.670 0.162 0.07
H 2.484 1.397 1.564 -0.292 -0.033 0.123 0.01
H 1.565 0.719 2.924 0.125 0.237 -0.312 0.04
H -4.397 -0.168 -2.003 0.057 -0.282 -0.360 0.07
H -3.442 -1.661 -1.719 -0.285 0.098 -0.042 0.05
H -2.769 -0.417 -2.780 -0.448 0.140 0.342 -0.02
H -5.012 0.428 0.161 0.255 -0.120 0.290 0.07
H -4.002 0.719 1.630 -0.052 -0.219 -0.453 0.06
H -4.239 -0.941 1.044 -0.144 0.328 -0.084 0.06
H -3.970 2.157 -1.071 0.528 0.021 0.010 0.08
H -2.332 2.185 -1.833 -0.260 0.050 0.116 0.03
H -2.518 2.719 -0.155 -0.349 -0.291 -0.165 0.03
H 4.109 -0.855 -2.473 -0.052 -0.386 0.056 0.07
H 2.472 -1.328 -3.026 0.469 0.067 0.366 0.02
H 3.353 -2.423 -1.938 0.268 0.133 -0.284 0.06
H 4.789 -0.933 -0.076 -0.107 -0.004 0.474 0.08
H 3.659 -1.946 0.914 0.410 -0.159 -0.057 0.05
H 3.868 -0.283 1.362 0.139 0.113 -0.247 0.05
H 3.941 1.107 -1.650 -0.427 0.164 0.471 0.07
H 3.121 1.783 -0.161 0.121 -0.328 -0.643 0.05
H 2.209 1.596 -1.695 0.559 -0.020 0.123 -0.02
C -0.091 0.456 -4.663 -0.003 0.804 -0.229 -0.60
C -1.047 -0.257 -5.416 -0.259 -0.680 0.503 -0.10
C -0.747 -0.601 -6.729 -0.010 -0.078 -0.324 -0.05
C 0.386 -0.042 -7.354 0.078 0.171 0.954 0.01
C 1.240 0.806 -6.592 -0.044 0.238 -0.525 -0.03
C 1.022 1.111 -5.246 -0.339 -0.651 -0.698 -0.10
Se -0.120 0.491 -2.810 0.706 -2.094 0.217 0.93
H 0.591 -1.342 -2.530 -0.370 2.537 -1.469 -0.09
H -2.004 -0.566 -4.932 1.046 -0.003 -0.483 0.12
H -1.354 -1.348 -7.275 0.122 0.867 0.310 0.13
H 0.551 -0.265 -8.425 0.215 0.235 0.836 0.14
H 2.105 1.259 -7.063 -0.137 -0.032 -0.160 0.12
H 1.650 1.839 -4.684 -0.414 -0.938 -0.503 0.13
N -0.519 -4.172 2.353 -0.177 -0.564 0.139 0.17
C -0.364 -3.391 1.292 0.081 0.761 1.184 -0.24
N -0.207 -2.104 1.656 -0.182 -0.531 -0.684 -0.08
C -0.270 -2.072 3.071 0.326 -0.116 -0.839 -0.19
C -0.054 -1.036 3.987 -0.224 -0.417 0.268 -0.01
C -0.030 -1.371 5.353 -0.061 0.251 -1.012 -0.01
C -0.221 -2.719 5.771 -0.240 -0.511 -0.386 0.00
C -0.447 -3.747 4.828 -0.009 0.344 0.887 0.03
C -0.464 -3.375 3.497 0.286 -0.345 -0.004 -0.18
H -0.634 -5.180 2.342 0.007 0.140 0.005 0.19
H -0.343 -3.785 0.266 -0.072 -0.211 0.449 0.11
H 0.071 -0.041 3.569 0.020 -0.371 0.763 0.04
H 0.144 -0.545 6.061 -0.130 -0.747 -0.182 0.13
H -0.204 -2.956 6.847 0.017 0.118 -0.707 0.13
H -0.608 -4.811 5.039 0.154 0.587 0.514 0.14

---

Number 1: DFT total energy -2007.616976 hartree. Number 2: DFT total energy -1199.445500 hartree. Number 3: DFT total energy -5082.619140 hartree.